[1]
54
Properties=species:S:1:pos:R:3:mulliken_charge:R:1 method="wB97M-V/def2-TZVPD" charge=+2 total_energy_ha=-3731.62338 orbital_gap_ev=8.651 lumo_energy_ev=-4.860 e_above_lowest_kj_mol=0.0
H -3.1288 -3.0003 -4.3228 0.32
H -2.1622 -3.5783 -5.6970 0.35
H 0.2207 -0.0546 -2.9823 0.14
H -1.5450 5.5714 3.2355 0.31
H 1.2623 1.6072 -7.7049 0.41
C 1.6470 -3.8667 2.8855 -0.63
N -0.1288 2.0609 2.5427 -0.51
H -0.5533 2.6560 1.8401 0.13
N 3.3500 -4.3817 1.6393 -0.05
H 3.0155 -2.8938 0.1586 0.42
H -1.4979 -0.0786 -0.1152 0.48
H -2.1083 4.1481 2.3611 0.36
H 1.8369 -0.8186 4.3613 0.01
C 0.6473 0.9011 -7.1648 -0.55
N 1.2633 -0.0353 4.0596 -0.37
C -1.1107 -1.4271 -3.7276 0.15
H -0.0432 4.7050 5.7547 0.36
N 1.6328 0.7206 6.2396 -0.36
Ba 0.3768 -0.4027 1.4989 1.97
H 0.3223 2.5579 5.6683 0.11
H 1.4780 1.4169 -5.2442 0.44
H -2.9322 0.0947 0.4391 0.29
H 4.1707 -4.8276 1.2636 0.22
H 2.1647 -0.0948 6.4839 0.20
H -0.3215 0.2149 -8.9537 0.41
C -0.0388 -0.1229 -5.1594 0.36
C 2.6904 -4.7328 2.7889 -0.28
C -0.9461 -0.9027 -5.8693 0.66
C 0.7770 0.8043 -5.7936 -0.67
H -1.6906 5.1211 5.3025 0.36
Se -1.5999 -2.1639 -2.0433 0.28
H -3.3549 -2.2737 -5.9137 0.35
C -0.2604 0.1056 -7.8800 -0.60
N -1.6063 -1.7035 -4.9309 0.24
H 1.4714 1.3933 6.9671 0.17
C -1.2480 4.5960 2.8647 -1.17
O -2.0829 -0.3070 0.6589 -0.71
H 3.0095 -5.5491 3.4116 0.41
C 1.0975 0.8273 4.9983 0.32
O -0.0958 -0.1038 -1.1228 -1.03
C -0.9734 4.3076 5.3375 -1.11
C -1.0762 -0.8124 -7.2482 -0.65
H 0.8858 -3.8360 3.6469 0.42
N -0.1785 -0.4835 -3.8222 0.10
O -0.0963 -1.5500 -1.2706 -0.28
C -0.2034 2.5938 3.7190 0.29
N -0.7980 3.7836 3.9865 0.15
C -2.6201 -2.7042 -5.2377 -0.92
H -0.4432 4.7478 2.1431 0.45
C 2.6969 -3.3404 1.0870 -0.48
H -1.3928 3.5542 6.0060 0.42
H -1.7732 -1.4245 -7.8035 0.41
N 1.6514 -2.9998 1.8112 -0.03
N 0.3423 1.9812 4.8470 -0.03

---

[2]
23
Properties=species:S:1:pos:R:3:mulliken_charge:R:1 method="wB97M-V/def2-TZVPD" charge=0 total_energy_ha=-351.32067 orbital_gap_ev=10.069 lumo_energy_ev=1.036 smiles=Cc1ccccc1.CC e_above_lowest_kj_mol=25.0
C -0.4414 -1.0289 -0.2817 -0.69
H 4.2232 2.4735 -0.8539 0.30
C -0.6618 -2.3947 1.8214 -1.42
C -0.9440 -0.0671 -1.1505 -0.17
H -4.0671 0.2281 0.0938 0.35
H -0.2637 0.3960 -1.8564 0.32
H 0.3948 -2.6055 1.6670 0.36
C -2.2701 0.3181 -1.1007 -0.65
C 3.2363 2.4539 -0.3929 -1.02
H -3.1713 -1.4769 1.6354 0.36
C -3.0676 -0.1524 -0.0681 -0.34
H 0.5767 -1.3731 -0.3987 0.34
H 3.4078 2.3890 0.6825 0.28
H 1.6065 1.0352 -0.0691 0.22
H 2.7749 3.4336 -0.5330 0.29
C -1.2199 -1.4491 0.7913 1.02
H 2.9543 0.4313 -1.0600 0.27
H -0.7877 -2.0304 2.8381 0.33
H -1.1639 -3.3651 1.7581 0.31
H -2.6817 1.0069 -1.8288 0.38
H 1.7731 1.5057 -1.7383 0.22
C 2.3373 1.3048 -0.8279 -0.57
C -2.5448 -1.0330 0.8725 -0.52

---

Copy entry 1 word for word.
54
Properties=species:S:1:pos:R:3:mulliken_charge:R:1 method="wB97M-V/def2-TZVPD" charge=+2 total_energy_ha=-3731.62338 orbital_gap_ev=8.651 lumo_energy_ev=-4.860 e_above_lowest_kj_mol=0.0
H -3.1288 -3.0003 -4.3228 0.32
H -2.1622 -3.5783 -5.6970 0.35
H 0.2207 -0.0546 -2.9823 0.14
H -1.5450 5.5714 3.2355 0.31
H 1.2623 1.6072 -7.7049 0.41
C 1.6470 -3.8667 2.8855 -0.63
N -0.1288 2.0609 2.5427 -0.51
H -0.5533 2.6560 1.8401 0.13
N 3.3500 -4.3817 1.6393 -0.05
H 3.0155 -2.8938 0.1586 0.42
H -1.4979 -0.0786 -0.1152 0.48
H -2.1083 4.1481 2.3611 0.36
H 1.8369 -0.8186 4.3613 0.01
C 0.6473 0.9011 -7.1648 -0.55
N 1.2633 -0.0353 4.0596 -0.37
C -1.1107 -1.4271 -3.7276 0.15
H -0.0432 4.7050 5.7547 0.36
N 1.6328 0.7206 6.2396 -0.36
Ba 0.3768 -0.4027 1.4989 1.97
H 0.3223 2.5579 5.6683 0.11
H 1.4780 1.4169 -5.2442 0.44
H -2.9322 0.0947 0.4391 0.29
H 4.1707 -4.8276 1.2636 0.22
H 2.1647 -0.0948 6.4839 0.20
H -0.3215 0.2149 -8.9537 0.41
C -0.0388 -0.1229 -5.1594 0.36
C 2.6904 -4.7328 2.7889 -0.28
C -0.9461 -0.9027 -5.8693 0.66
C 0.7770 0.8043 -5.7936 -0.67
H -1.6906 5.1211 5.3025 0.36
Se -1.5999 -2.1639 -2.0433 0.28
H -3.3549 -2.2737 -5.9137 0.35
C -0.2604 0.1056 -7.8800 -0.60
N -1.6063 -1.7035 -4.9309 0.24
H 1.4714 1.3933 6.9671 0.17
C -1.2480 4.5960 2.8647 -1.17
O -2.0829 -0.3070 0.6589 -0.71
H 3.0095 -5.5491 3.4116 0.41
C 1.0975 0.8273 4.9983 0.32
O -0.0958 -0.1038 -1.1228 -1.03
C -0.9734 4.3076 5.3375 -1.11
C -1.0762 -0.8124 -7.2482 -0.65
H 0.8858 -3.8360 3.6469 0.42
N -0.1785 -0.4835 -3.8222 0.10
O -0.0963 -1.5500 -1.2706 -0.28
C -0.2034 2.5938 3.7190 0.29
N -0.7980 3.7836 3.9865 0.15
C -2.6201 -2.7042 -5.2377 -0.92
H -0.4432 4.7478 2.1431 0.45
C 2.6969 -3.3404 1.0870 -0.48
H -1.3928 3.5542 6.0060 0.42
H -1.7732 -1.4245 -7.8035 0.41
N 1.6514 -2.9998 1.8112 -0.03
N 0.3423 1.9812 4.8470 -0.03